1.
Below is an isolated molecule of C6H12O in a non-equilibrium geometry, with properties calculated with wB97M-V/def2-TZVPD.

Results
E_LUMO = 1.084 eV
SMILES string = C[C@H]1CO[C@@H](C)C1
HOMO energy = -9.68 eV
Energy above the lowest of the compared OMol25 structures with the same formula, charge and spin = 116.9 kJ/mol

The geometry in XYZ format:
```
19
Properties=species:S:1:pos:R:3:forces:R:3
C -2.046 0.661 -0.156 0.6 0.5 0.3
C -1.091 -0.355 0.483 0.8 0.1 0.5
C -0.461 -1.336 -0.506 -0.2 -0.1 0.0
O 0.848 -1.577 -0.041 0.2 -0.3 -0.2
C 1.387 -0.318 0.348 0.1 0.0 0.0
C 1.873 0.474 -0.870 0.0 0.0 0.0
C 0.241 0.373 1.101 -0.4 -0.5 -0.1
H -2.136 0.647 -1.252 0.1 -0.3 0.4
H -1.365 1.440 0.144 -1.2 1.8 -0.8
H -3.034 0.807 0.301 0.4 -0.3 0.0
H -1.586 -0.873 1.308 0.2 -0.1 -0.1
H -0.979 -2.296 -0.571 0.0 0.1 0.1
H -0.444 -0.897 -1.520 0.0 -0.1 0.2
H 2.247 -0.553 0.984 -0.2 0.1 0.0
H 2.473 -0.181 -1.510 0.0 0.1 0.1
H 2.491 1.328 -0.569 -0.1 -0.1 0.0
H 1.039 0.865 -1.466 0.1 -0.1 0.1
H 0.343 1.476 0.995 -0.6 -0.6 -0.2
H 0.305 0.196 2.181 0.0 -0.2 -0.2
```
Positions in Å, forces in eV/Å.

---

2.
Below is a structure of composition CH4N2O5S in a non-equilibrium geometry, with properties calculated with wB97M-V/def2-TZVPD.

Results
E_LUMO (spin up / spin down) = -1.582 / -1.578 eV
HOMO energy (spin up / spin down) = -9.80 / -9.80 eV
Energy above the lowest of the compared OMol25 structures with the same formula, charge and spin = 413.5 kJ/mol

The geometry in XYZ format:
```
13
Properties=species:S:1:pos:R:3:forces:R:3
C 0.434 0.726 1.096 -1.8 0.2 -0.2
N 0.445 -1.578 0.508 1.6 -1.3 -1.1
N 3.671 -1.376 1.096 0.1 2.2 -2.5
O 4.310 -0.345 1.111 -0.7 -1.2 0.4
O 3.603 -2.310 1.780 0.4 -1.5 2.0
O 2.512 -2.989 -0.935 0.5 1.1 0.7
O 2.673 -0.514 -1.380 0.2 -0.8 0.9
O 0.273 -0.659 1.445 -0.2 0.3 0.1
S 2.464 -1.621 -0.467 -2.8 0.3 -0.8
H 1.364 0.745 0.591 0.7 0.7 -1.1
H 0.543 1.239 2.023 0.1 0.2 0.8
H -0.481 1.211 0.602 1.4 -1.1 0.1
H -0.101 -1.443 -0.378 0.6 0.8 0.6
```
Positions in Å, forces in eV/Å.

---

3.
Below is a cluster of 11 separate species, BF4H20O10 in total in a non-equilibrium geometry, with properties calculated with wB97M-V/def2-TZVPD.

Results
E_LUMO = 2.231 eV
HOMO energy = -8.17 eV
Charge = -1
Energy above the lowest of the compared OMol25 structures with the same formula, charge and spin = 233.6 kJ/mol

The geometry in XYZ format:
```
35
Properties=species:S:1:pos:R:3:forces:R:3
B -8.502 -19.450 -5.867 -0.6 0.9 -0.9
F -7.690 -20.484 -5.571 1.8 -1.7 0.3
F -9.367 -19.836 -6.902 -0.5 -0.1 -0.6
F -9.233 -19.159 -4.737 -0.8 0.7 1.0
F -7.774 -18.325 -6.320 0.2 0.1 0.2
O -3.194 -18.960 -3.964 0.2 0.2 0.0
H -2.475 -19.527 -3.682 0.2 -0.1 0.1
H -3.922 -19.560 -4.127 -0.4 -0.1 -0.1
O -5.957 -22.151 -9.253 0.2 -0.2 -0.3
H -6.519 -21.414 -9.013 -0.2 0.2 0.2
H -5.582 -22.447 -8.423 0.0 0.0 0.2
O -10.468 -22.850 -2.059 0.0 -0.3 0.1
H -10.956 -22.196 -1.559 -0.2 0.2 0.1
H -9.742 -22.362 -2.448 0.2 0.2 -0.3
O -14.154 -18.704 -6.295 -0.3 0.0 0.2
H -14.357 -18.661 -7.229 0.0 0.0 -0.2
H -13.229 -18.461 -6.239 0.4 0.0 0.1
O -14.545 -19.852 -1.642 -0.1 -0.2 0.2
H -14.239 -19.207 -1.004 0.1 0.2 0.1
H -14.105 -19.612 -2.457 0.1 0.0 -0.3
O -6.438 -25.813 -1.293 0.2 0.0 0.1
H -6.692 -26.735 -1.258 -0.1 -0.2 0.0
H -7.116 -25.397 -1.826 -0.2 0.2 -0.1
O -11.302 -15.878 -0.061 -0.2 0.2 0.0
H -10.921 -16.647 -0.483 0.1 -0.2 -0.2
H -11.213 -16.050 0.876 0.0 0.0 0.2
O -5.124 -13.877 -5.031 0.0 0.3 0.0
H -4.279 -14.096 -4.638 0.2 -0.1 0.1
H -5.497 -14.720 -5.287 -0.2 -0.3 -0.1
O -13.829 -23.002 -11.427 -0.1 -0.2 0.0
H -13.568 -22.366 -10.761 0.1 0.1 0.2
H -13.872 -22.495 -12.238 0.0 0.1 -0.2
O -9.556 -16.272 -10.943 0.0 0.3 -0.2
H -8.985 -16.824 -10.408 0.2 -0.1 0.3
H -10.252 -16.860 -11.237 -0.2 -0.1 0.0
```
Positions in Å, forces in eV/Å.

---

4.
Below is the ion C3H6NO3S with charge -1 in a non-equilibrium geometry, with properties calculated with wB97M-V/def2-TZVPD.

Results
E_LUMO = 3.938 eV
HOMO energy = -4.03 eV
Charge = -1
Energy above the lowest of the compared OMol25 structures with the same formula, charge and spin = 239.2 kJ/mol

The geometry in XYZ format:
```
14
Properties=species:S:1:pos:R:3:forces:R:3
C 1.521 1.813 0.699 -2.6 0.6 -3.5
C 0.028 -0.946 -0.140 -0.6 0.8 -0.9
C -0.504 0.532 -0.157 5.2 -2.1 4.7
N 0.653 1.422 -0.337 0.6 0.2 1.8
O 2.306 0.420 -2.258 0.9 -1.4 0.4
O 2.473 2.529 0.442 0.8 -0.3 1.2
O 0.552 1.741 -3.135 -1.0 0.2 0.4
S 1.595 1.667 -2.107 -0.1 1.2 -0.5
H 1.106 1.643 1.693 0.2 -0.4 0.7
H 0.744 -1.131 0.667 0.1 0.4 -0.3
H -0.812 -1.646 0.055 0.4 0.1 -0.7
H 0.501 -0.943 -1.145 -0.1 -1.3 0.7
H -1.067 0.665 -0.935 -3.6 0.7 -4.4
H -1.052 0.540 0.778 -0.3 1.4 0.4
```
Positions in Å, forces in eV/Å.

---

5.
Below is a structure of composition C43H46Cl52IN4O3S2 in a non-equilibrium geometry, with properties calculated with wB97M-V/def2-TZVPD.

Results
E_LUMO = -3.053 eV
HOMO energy = -10.34 eV
Charge = +1

The geometry in XYZ format:
```
151
Properties=species:S:1:pos:R:3:forces:R:3
C 3.846 5.929 0.130 0.5 -0.9 -0.2
C 5.007 5.226 0.972 -0.2 1.9 0.8
C 4.968 5.994 2.381 -1.2 -1.1 -0.3
C 6.416 5.574 0.349 0.0 -0.7 1.1
C 4.748 3.722 1.310 0.6 0.4 -0.1
C 4.840 2.670 0.156 -0.6 -2.0 -0.4
C 6.265 2.433 -0.452 0.0 0.9 -0.3
C 3.852 2.907 -1.064 -0.7 0.0 0.6
C 4.357 1.294 0.789 -1.0 -1.4 0.9
C 5.155 0.086 0.844 -1.8 -0.1 1.0
C 4.624 -1.129 1.443 -1.2 0.4 0.4
C 3.286 -1.216 2.028 0.8 2.6 -1.1
O 2.809 -2.365 2.627 -0.1 0.8 -1.0
C 1.397 -2.534 2.455 -1.2 -1.5 0.7
C 0.538 -2.003 3.695 1.0 -0.9 -0.9
O -0.576 -1.250 3.187 0.8 0.8 0.8
C -0.864 -0.084 3.946 -1.0 1.1 -0.1
C -1.213 1.161 3.013 -0.4 -0.2 0.0
C -2.124 0.794 1.830 -2.8 -0.3 -1.2
C -3.546 0.815 1.688 1.1 -0.1 1.9
C -4.583 1.283 2.743 0.7 0.8 -1.3
C -4.984 2.822 2.446 0.1 -1.0 -0.4
C -4.163 3.441 1.255 -0.6 1.4 0.7
C -4.510 4.981 1.005 0.6 -0.9 -1.0
C -4.289 5.230 -0.551 -0.4 -0.2 0.5
C -2.859 4.791 -1.052 -0.1 0.6 -1.2
C -2.055 5.954 -1.785 1.0 -0.7 1.1
S -2.425 6.027 -3.586 0.5 0.1 -0.7
C -0.971 6.623 -4.447 2.8 2.6 -0.5
N -0.451 7.868 -4.497 -2.2 -1.0 1.3
N 0.650 7.910 -5.234 1.3 -2.5 -1.7
C 0.874 6.648 -5.715 -1.8 3.4 2.3
O -0.101 5.878 -5.208 -0.3 -2.7 -0.6
N -3.913 0.344 0.413 2.4 0.0 0.4
C -2.770 0.058 -0.274 -0.1 0.5 0.4
I -2.420 -0.653 -2.245 -1.2 0.5 1.4
N -1.725 0.333 0.558 0.1 0.4 -0.9
S -0.140 0.081 -0.079 1.1 -0.1 0.5
C 2.468 -0.012 1.949 1.5 0.6 -0.6
C 2.996 1.191 1.343 1.5 -1.1 -0.1
H 2.894 5.346 0.214 0.7 0.6 0.1
H 4.135 5.922 -0.957 -0.5 0.3 1.0
H 3.657 6.965 0.501 0.3 -0.8 -0.5
H 3.887 5.957 2.703 1.0 0.2 0.0
H 5.265 7.063 2.286 -0.1 -0.9 0.1
H 5.538 5.426 3.153 -0.1 0.7 -0.5
H 6.782 6.517 0.836 -0.4 -0.7 -0.9
H 6.409 5.633 -0.762 0.1 0.0 0.8
H 7.137 4.785 0.706 -0.5 0.7 -0.6
H 3.753 3.667 1.834 0.8 0.0 -0.7
H 5.499 3.421 2.096 -0.6 0.2 -0.8
H 6.294 1.545 -1.139 -0.2 0.7 0.8
H 6.507 3.311 -1.112 0.0 -0.8 0.8
H 7.053 2.341 0.336 -0.6 0.0 -0.7
H 4.280 3.538 -1.876 -0.3 -0.3 0.7
H 2.907 3.378 -0.672 0.9 -0.3 -0.5
H 3.519 1.924 -1.496 0.6 0.8 0.3
H 6.190 0.048 0.461 -0.8 0.1 0.3
H 5.230 -2.061 1.478 -0.4 1.0 -0.1
H 1.223 -3.646 2.432 0.5 1.0 -0.1
H 1.004 -2.154 1.479 0.5 0.1 0.9
H 1.246 -1.423 4.333 -0.8 -0.1 -0.4
H 0.176 -2.901 4.266 0.2 1.0 -0.4
H -1.774 -0.246 4.583 0.7 -0.1 -0.4
H -0.041 0.261 4.616 -0.4 -0.6 -0.5
H -0.291 1.712 2.692 -0.8 -0.7 0.0
H -1.785 1.886 3.654 0.5 -0.6 -0.6
H -5.470 0.618 2.665 0.6 0.5 0.3
H -4.138 1.245 3.760 -0.3 -0.4 -0.9
H -4.855 3.386 3.400 -0.2 -0.2 -0.9
H -6.069 2.786 2.162 0.9 0.5 0.4
H -4.437 2.923 0.301 0.5 0.2 0.8
H -3.057 3.425 1.445 -1.0 -0.5 -0.2
H -5.572 5.155 1.294 0.8 0.2 -0.2
H -3.799 5.642 1.566 -0.9 -0.5 -0.2
H -5.049 4.599 -1.093 0.6 0.7 0.5
H -4.511 6.299 -0.802 0.3 -0.9 0.1
H -2.993 3.983 -1.824 0.3 0.5 0.9
H -2.182 4.425 -0.242 -0.7 0.3 -0.5
H -2.249 6.908 -1.239 0.2 -0.5 -0.8
H -0.973 5.675 -1.688 -0.9 0.5 -0.1
H 1.706 6.341 -6.379 -1.1 -0.2 0.7
H -4.849 0.234 0.039 0.2 0.1 0.2
H 0.503 1.310 -0.056 -1.1 -0.5 0.3
H 1.430 0.050 2.346 1.0 -0.3 -0.3
H 2.377 2.117 1.308 0.4 -0.9 0.1
C -6.773 0.868 6.054 -0.2 -0.1 0.2
Cl -6.588 -0.466 4.895 -0.1 0.0 0.2
Cl -5.305 1.871 6.049 -0.1 0.0 0.1
Cl -8.165 1.861 5.592 0.2 -0.1 0.0
Cl -7.028 0.210 7.673 0.1 0.0 -0.3
C 1.090 -3.115 -2.195 0.1 -0.1 0.1
Cl -0.180 -3.776 -1.150 0.5 0.7 0.4
Cl 2.459 -2.585 -1.201 -0.1 0.1 -0.1
Cl 1.631 -4.359 -3.333 -0.1 0.1 0.1
Cl 0.444 -1.731 -3.097 0.7 -0.4 -0.2
C -6.267 0.906 -4.205 -0.2 0.1 -0.4
Cl -5.792 0.482 -2.544 -0.2 0.1 0.0
Cl -7.297 -0.370 -4.864 0.2 0.1 0.2
Cl -7.154 2.437 -4.189 0.1 -0.2 0.1
Cl -4.814 1.073 -5.204 -0.1 0.0 0.2
C 1.542 11.980 -5.404 -0.1 -0.1 0.0
Cl 0.214 11.342 -4.422 0.1 0.0 -0.1
Cl 2.862 12.507 -4.344 -0.1 0.0 -0.1
Cl 2.130 10.714 -6.493 0.0 0.2 0.1
Cl 0.965 13.359 -6.357 0.1 -0.1 0.1
C -2.912 -6.708 -2.285 0.0 -0.2 -0.3
Cl -1.479 -5.805 -2.800 -0.6 -0.7 -0.3
Cl -3.335 -6.238 -0.625 0.0 0.0 -0.1
Cl -4.266 -6.335 -3.368 0.1 0.0 0.2
Cl -2.579 -8.444 -2.336 -0.3 0.4 -0.6
C 5.327 -6.002 3.160 0.0 -0.1 0.0
Cl 5.412 -4.618 2.056 0.0 -0.2 0.1
Cl 3.922 -7.001 2.748 0.1 0.6 -0.3
Cl 6.805 -6.964 3.010 -0.2 0.1 0.0
Cl 5.169 -5.421 4.826 0.0 0.0 -0.2
C -8.852 1.825 11.221 -0.1 0.1 0.1
Cl -10.618 1.793 11.088 0.2 0.0 0.0
Cl -8.173 2.723 9.852 -0.1 0.0 0.1
Cl -8.388 2.615 12.735 0.0 -0.1 -0.2
Cl -8.228 0.165 11.205 0.0 0.1 0.0
C 2.176 0.746 -6.249 0.0 0.0 -0.1
Cl 2.659 0.326 -4.595 0.1 0.1 -0.1
Cl 1.143 -0.537 -6.903 0.2 0.3 0.1
Cl 1.279 2.275 -6.230 0.0 -0.1 0.0
Cl 3.618 0.918 -7.261 -0.2 0.0 0.1
C -0.617 -10.611 0.356 0.0 -0.1 0.0
Cl -0.134 -11.063 1.998 -0.1 0.0 -0.1
Cl -1.699 -11.848 -0.306 0.3 0.2 0.1
Cl -1.464 -9.054 0.390 0.3 -0.3 0.7
Cl 0.827 -10.477 -0.662 -0.2 0.0 0.2
C -5.607 -12.516 -0.975 0.0 0.0 0.0
Cl -4.523 -13.655 -0.152 -0.2 0.1 -0.1
Cl -7.108 -12.357 -0.047 0.2 0.0 -0.1
Cl -4.821 -10.931 -1.102 -0.2 -0.1 0.0
Cl -5.977 -13.123 -2.598 0.1 0.1 0.2
C 0.062 -1.893 -10.587 0.0 0.0 -0.1
Cl 1.649 -1.111 -10.671 -0.2 -0.1 0.0
Cl 0.006 -3.244 -11.730 0.0 0.1 0.2
Cl -0.209 -2.500 -8.942 -0.1 -0.2 -0.2
Cl -1.198 -0.719 -10.997 0.1 -0.1 0.1
C 4.164 -11.510 -2.901 0.0 -0.1 -0.1
Cl 3.663 -10.125 -1.914 0.2 0.0 -0.1
Cl 2.959 -11.796 -4.169 0.1 0.0 0.1
Cl 5.735 -11.169 -3.643 -0.2 0.0 0.1
Cl 4.293 -12.947 -1.874 0.0 0.2 -0.1
C 4.477 -10.827 3.597 0.0 -0.1 0.0
Cl 3.992 -9.436 4.581 0.1 -0.6 0.3
Cl 3.252 -11.116 2.351 0.1 0.0 0.1
Cl 6.036 -10.494 2.824 -0.2 -0.1 0.1
Cl 4.624 -12.261 4.627 0.0 0.1 -0.1
```
Positions in Å, forces in eV/Å.

---

Number 1: E -311.01474 a.u.. Number 2: E -924.12642 a.u.. Number 3: E -1189.00164 a.u.. Number 4: E -796.59457 a.u.. Number 5: E -27134.26811 a.u..